Here is a single C21H19F3N4O5S molecule from the Open Molecules 2025 dataset. Energies are from wB97M-V/def2-TZVPD.

Structure (XYZ):
```
53
Properties=species:S:1:pos:R:3:forces:R:3
H -3.850 1.678 -0.740 0.02 0.01 -0.05
C -2.598 -2.244 0.194 -0.22 -0.02 -0.01
F -1.850 1.562 3.374 0.12 0.20 0.08
C -0.827 1.866 1.262 0.03 -0.01 -0.05
H 2.424 0.566 -0.363 0.10 0.17 -0.09
H 1.481 4.055 -0.894 0.01 0.00 -0.02
C 3.643 -2.363 0.677 0.12 0.08 0.61
C 4.708 1.294 -1.086 0.04 0.12 0.41
H -0.696 4.923 -0.144 -0.01 0.11 -0.03
C -0.814 -0.706 -1.203 -0.13 -0.16 0.03
N 4.104 -0.830 2.078 0.60 1.43 -0.09
C 4.634 -0.525 0.935 -0.11 -0.03 0.20
H 0.700 0.372 1.130 0.05 -0.08 0.04
C -2.152 -0.344 -1.221 0.09 -0.10 0.07
H -5.409 -2.534 0.004 0.02 0.05 0.02
O -4.395 -0.816 -0.578 0.40 0.12 -0.20
H 3.445 -3.603 -1.016 -0.02 -0.10 0.17
C 2.995 -3.509 -0.021 0.02 0.34 -0.27
N 2.427 1.584 -0.374 0.03 -0.39 -0.03
H -3.495 2.407 -2.326 -0.03 -0.04 0.05
S 5.527 0.897 0.516 0.18 0.08 -0.29
C -3.639 1.470 -1.790 -0.37 0.33 -0.03
H -3.286 -2.852 0.758 -0.10 -0.02 0.05
N 1.568 -3.258 -0.135 -0.08 -0.21 0.03
C -5.306 -1.477 0.268 -0.17 -0.12 0.14
C 0.828 3.441 -0.297 0.16 -0.01 -0.12
C -1.234 3.147 0.908 0.03 -0.10 0.03
H 0.927 -3.961 0.190 0.01 0.06 -0.07
F -1.323 -0.222 2.299 0.29 -0.04 -0.11
C -0.346 -1.816 -0.503 -0.51 0.21 0.00
H -2.189 3.522 1.243 -0.09 0.05 0.04
C -1.726 1.046 2.136 -0.20 -0.20 0.30
H -0.118 -0.090 -1.750 0.06 0.09 -0.03
C 3.530 2.231 -0.833 0.20 -0.46 -0.10
H 4.411 0.364 -1.566 0.04 0.01 -0.06
C -1.259 -2.581 0.212 0.19 0.11 -0.17
C -0.394 3.925 0.133 -0.17 -0.09 0.12
H 5.459 1.814 -1.677 -0.12 -0.03 0.00
C 1.113 -2.040 -0.510 -0.08 -0.32 0.05
H 3.147 -4.425 0.549 -0.01 0.07 -0.09
O -2.421 0.771 -1.946 0.18 -0.37 -0.02
O 3.624 3.424 -1.003 0.08 0.39 -0.04
H -6.259 -0.975 0.114 0.04 -0.08 0.05
C 0.391 1.364 0.841 -0.09 0.16 0.06
C 1.225 2.150 0.046 -0.33 0.33 0.18
H -4.477 0.923 -2.227 0.08 0.09 0.04
N 3.472 -2.006 1.908 -0.52 -1.54 -0.42
O 4.408 -1.481 0.002 0.17 -0.15 0.09
H -0.949 -3.420 0.816 0.02 -0.10 0.09
C -3.077 -1.147 -0.518 0.11 0.02 -0.07
O 1.901 -1.162 -0.844 0.01 0.02 -0.19
H -5.013 -1.384 1.318 0.01 -0.02 -0.02
F -2.987 0.973 1.655 -0.19 0.15 -0.24
```
Forces are in eV/Å.

- Energy relative to the best compared isomer or geometry (same formula, charge and spin): 0.31 kcal per mole
- E_tot: -57271.365 eV
- SMILES: COc1ccc(C(=O)NCc2nnc(SCC(=O)Nc3cccc(C(F)(F)F)c3)o2)cc1OC
- 2S+1: 1
- HOMO level: -0.3132 Eh

---

Here is a molecular structure, C46H40Br2N9OSc from the Open Molecules 2025 dataset. Energies are from wB97M-V/def2-TZVPD.

Structure (XYZ):
```
99
Properties=species:S:1:pos:R:3:forces:R:3
H 2.483 3.745 -4.148 0.01 0.02 -0.02
C -1.477 0.528 -0.607 -0.02 0.05 0.02
H -3.223 2.733 -6.534 -0.02 -0.01 0.00
C 2.791 2.716 -3.967 0.01 0.00 -0.02
C -0.623 0.133 -2.832 -0.09 -0.12 -0.03
C 1.016 -4.158 -0.271 -0.03 0.03 0.00
H 1.338 5.603 5.380 0.00 0.01 0.00
C -2.464 1.384 -1.126 -0.03 0.03 0.00
H -3.900 2.118 1.860 -0.01 0.00 0.01
C 1.249 -3.452 0.920 0.17 -0.15 0.29
C 2.485 2.297 -2.557 -0.03 0.00 0.05
H -3.942 -5.023 -1.311 -0.01 -0.01 -0.01
Sc 0.750 -1.217 0.958 0.00 0.48 0.26
C -1.448 4.158 -4.033 0.02 0.03 0.00
C 1.240 -5.524 -0.407 -0.03 0.03 -0.01
C 5.328 -1.448 0.551 -0.03 0.01 0.00
H 0.285 2.909 -0.042 0.00 0.01 0.02
Br 1.162 5.043 -7.122 0.02 -0.01 0.01
H 1.971 -3.771 2.937 0.01 0.02 -0.01
H 2.406 3.350 1.382 0.00 0.01 -0.01
C 3.182 1.266 -1.946 -0.04 0.03 -0.03
H -2.242 -4.544 -1.446 0.02 -0.01 0.00
H 5.591 0.425 -0.645 0.01 0.03 -0.02
H 2.117 4.384 6.381 0.01 0.00 0.00
C -3.151 -4.160 0.492 0.04 -0.01 -0.07
H -3.514 -3.313 -1.482 0.00 0.02 -0.01
C 1.899 3.059 2.290 0.02 -0.02 -0.05
C -2.186 0.843 1.551 0.01 0.04 0.04
Br 2.004 -8.111 0.523 0.00 0.00 0.00
C 0.743 1.443 3.591 -0.02 0.00 0.04
C -2.407 3.246 -6.043 -0.02 -0.01 0.04
H -1.265 3.523 -7.839 0.01 0.00 -0.02
N 3.651 -0.171 -0.065 0.06 0.03 0.10
H -4.152 2.611 -0.569 0.00 0.01 0.00
H -4.444 -3.591 2.147 0.00 -0.01 0.03
C -0.900 -1.473 4.915 0.03 0.04 -0.02
N 1.426 0.886 1.299 -0.04 0.00 0.07
N -3.651 2.338 -2.990 0.03 0.08 0.15
C 4.106 -1.957 1.008 0.00 0.00 0.03
H 0.641 -3.624 -1.141 0.01 0.00 -0.01
C -0.688 -0.113 4.890 -0.02 -0.03 0.02
C 1.741 -4.232 1.977 -0.02 -0.03 -0.03
H 6.310 -1.855 0.701 0.03 -0.01 0.01
C 1.452 2.892 -1.835 0.03 -0.03 -0.03
H -4.822 -2.773 0.624 -0.01 0.02 0.00
N -1.315 -2.409 1.116 -0.07 -0.12 -0.12
C -2.700 -5.493 1.102 0.01 0.00 0.00
C 1.267 3.624 4.548 0.01 -0.03 -0.05
H -3.417 -6.268 0.829 -0.01 -0.02 0.00
H -1.080 0.656 5.529 -0.01 0.04 0.01
N 0.142 0.169 3.867 0.00 0.01 -0.04
C -3.365 1.965 -0.203 -0.01 -0.01 -0.01
C -0.553 -0.140 -1.478 0.08 0.08 -0.10
N -1.341 0.283 0.724 0.13 -0.10 -0.15
C 1.112 2.453 -0.572 -0.04 -0.04 0.02
H -5.246 -4.477 0.843 -0.02 -0.01 -0.01
C -0.311 4.391 -6.126 -0.01 -0.01 0.00
N -3.656 3.088 -3.973 -0.05 -0.03 -0.13
H -1.635 1.154 -4.413 0.01 -0.02 -0.01
H 0.408 5.208 -4.280 0.00 0.00 0.00
C 1.855 3.955 3.329 0.00 0.00 0.04
H -1.506 4.336 -2.966 -0.01 0.01 -0.01
H -2.058 0.622 2.605 0.00 -0.01 0.02
C -0.374 4.638 -4.763 0.01 0.01 -0.01
C -2.500 1.637 -2.527 -0.05 -0.14 -0.07
O 0.322 -0.957 -0.961 -0.01 -0.07 -0.28
H 2.262 2.087 -4.686 -0.02 0.00 -0.02
H 3.857 2.639 -4.185 0.02 0.00 -0.01
H 0.360 4.472 6.311 0.00 0.00 0.01
C 1.270 4.569 5.717 0.00 0.02 0.03
C 4.990 -0.305 -0.133 0.03 0.01 0.01
H 3.976 0.758 -2.480 0.02 -0.01 -0.01
H 0.881 3.692 -2.290 -0.01 0.02 -0.01
C -2.457 3.450 -4.671 -0.04 0.11 -0.02
C 0.741 2.352 4.649 0.05 0.06 -0.01
C 1.331 1.760 2.343 0.10 0.03 0.07
C -1.589 1.005 -3.344 0.02 0.00 0.06
C -1.319 3.695 -6.774 0.05 0.02 0.02
H 2.315 4.929 3.202 0.00 0.01 0.00
C -3.212 -4.261 -1.037 -0.01 -0.01 -0.01
C -0.156 -1.956 3.843 -0.02 0.01 0.00
C -4.499 -3.715 1.066 0.00 -0.01 -0.01
H -1.511 -2.025 5.605 -0.02 -0.02 0.02
C -2.138 -3.153 0.831 0.00 0.04 0.15
H -0.065 -2.961 3.468 0.01 -0.01 -0.01
N 3.099 -1.177 0.641 -0.20 -0.08 -0.28
C 1.972 -5.604 1.882 -0.02 -0.01 -0.02
C 1.805 1.413 0.060 0.04 0.04 0.01
C 1.711 -6.237 0.682 0.01 -0.03 0.02
C 2.866 0.853 -0.658 -0.07 0.03 -0.03
H 1.053 -6.029 -1.346 0.00 -0.01 -0.01
H -2.653 -5.431 2.189 0.00 0.00 0.02
N 0.466 -0.961 3.207 -0.04 -0.22 0.09
H 0.340 2.050 5.606 -0.01 -0.03 0.03
H 2.348 -6.168 2.725 0.00 -0.01 0.01
C -3.229 1.691 1.127 0.05 -0.02 0.01
H -1.715 -5.779 0.730 0.03 0.00 -0.01
H 0.077 -0.361 -3.492 0.01 0.00 -0.02
H 3.908 -2.853 1.569 -0.02 -0.03 0.01
```
Forces are in eV/Å.

- Energy relative to the best compared isomer or geometry (same formula, charge and spin): 2.97 kcal per mole
- E_tot: -224597.781 eV
- 2S+1: 1
- HOMO level: -0.2485 Eh

---

Here is a molecular structure, C29H28F6N8O3PRbSSbSe2 from the Open Molecules 2025 dataset. Energies are from wB97M-V/def2-TZVPD.

Structure (XYZ):
```
80
Properties=species:S:1:pos:R:3:forces:R:3
F 3.968 0.328 4.093 -0.03 0.00 0.02
N 0.764 3.593 2.688 -0.07 0.07 0.13
H -2.656 1.161 -3.566 0.01 0.04 0.03
C 1.272 -2.956 4.514 0.24 0.02 0.15
H -1.042 -4.987 -0.933 -0.02 -0.01 -0.01
C 0.024 -4.138 2.864 -0.12 0.39 -0.03
C -2.179 2.066 -3.922 -0.02 -0.02 -0.04
C -1.690 -1.429 -3.718 -0.04 -0.06 0.00
N -1.505 3.145 2.870 -0.20 -0.02 0.19
H -0.377 4.690 -2.750 0.01 0.04 -0.04
C -1.189 5.008 -0.086 -0.03 -0.02 0.07
O -2.045 -5.058 2.231 0.00 0.04 0.06
S 3.136 -0.920 -2.991 0.02 0.00 0.03
Rb 0.244 -1.149 0.882 -0.15 0.36 -1.02
C 2.199 -3.953 4.609 0.03 -0.03 0.00
C -0.307 2.840 2.326 0.36 -0.30 -0.29
N -0.575 -2.343 -1.813 0.14 -0.02 0.19
Se -2.586 0.711 -0.810 0.21 0.34 0.13
O -1.553 -1.720 3.022 -0.23 -0.13 0.20
C -1.563 -4.140 -0.465 -0.08 -0.04 0.14
H -3.455 7.129 1.268 -0.01 -0.01 0.00
F 3.346 -1.745 2.486 -0.01 0.15 0.01
H 4.667 -4.574 0.842 0.02 0.03 0.01
C -0.943 4.401 -4.800 0.03 0.02 0.10
C -3.393 4.039 -0.119 -0.06 0.01 0.03
C -2.822 -2.974 -2.296 0.11 0.01 -0.01
H 1.325 -2.037 5.084 -0.09 0.02 -0.04
H -1.038 6.963 0.769 -0.02 0.00 0.00
H -2.561 -4.507 -0.211 -0.05 0.10 -0.04
H 2.714 -5.919 3.893 0.01 0.00 0.01
H -4.963 5.246 0.696 0.00 0.00 0.00
C -2.033 3.950 -0.404 0.11 -0.08 -0.01
H -1.647 -0.781 -4.583 0.02 -0.02 0.00
Se 0.775 2.327 -1.003 -0.01 -0.10 -0.01
F 3.210 2.033 2.147 0.00 -0.02 0.01
H -1.646 3.854 -6.748 -0.01 -0.01 0.00
C 3.389 -4.144 -0.872 -0.03 0.14 -0.08
N 2.984 -3.311 -1.794 -0.04 -0.15 -0.04
H 0.766 -6.066 2.374 -0.05 0.04 -0.03
C -0.893 4.055 -3.459 -0.05 -0.08 -0.07
N 4.462 -1.741 -0.879 -0.08 -0.13 -0.07
H -2.745 1.783 -5.969 -0.01 -0.01 0.00
H 5.590 -2.209 0.784 -0.01 0.02 -0.02
C -1.135 -4.313 1.841 0.03 -0.08 0.04
N -0.813 -3.751 0.716 0.28 0.10 0.09
H -0.127 4.928 -0.282 0.00 0.02 0.01
P -1.428 2.448 -1.251 -0.41 -0.35 -0.06
H -1.616 3.798 3.623 -0.01 0.06 -0.06
H 2.910 -5.119 -0.876 0.00 -0.01 -0.01
F 1.531 0.065 2.985 0.32 0.05 0.08
C -3.904 5.181 0.480 0.05 0.02 0.00
C -1.609 3.582 -5.701 -0.02 -0.03 -0.02
N 0.244 -3.074 3.659 -0.49 -0.02 -0.16
C -1.655 -3.075 -1.541 -0.19 -0.16 0.02
N -0.829 -1.839 3.885 0.23 -0.24 -0.04
H 3.048 -3.848 5.267 -0.02 0.04 0.01
H -3.722 -2.065 -4.019 0.00 0.00 0.00
O -0.200 1.925 1.499 -0.10 0.04 0.09
C -0.597 -1.538 -2.873 -0.06 -0.03 -0.05
C 2.012 -5.098 3.831 -0.19 0.05 -0.11
C 0.930 -5.185 2.978 0.35 -0.26 0.09
F 2.688 -0.073 0.560 0.12 0.21 0.22
H -3.693 -3.557 -2.026 0.00 0.00 0.00
H 4.786 -0.783 -0.880 -0.01 0.00 0.00
H -4.043 3.205 -0.356 0.02 0.00 0.00
H -0.462 5.309 -5.139 -0.01 0.00 -0.01
H 0.309 -0.973 -3.063 0.02 -0.01 0.04
C 4.875 -2.593 0.070 0.07 -0.01 0.07
Sb 3.340 0.158 2.334 -0.05 -0.26 0.10
C -2.832 -2.147 -3.406 -0.01 0.03 -0.05
H 0.705 4.200 3.487 0.02 0.01 -0.03
C -2.226 2.418 -5.263 0.03 0.05 -0.01
F 5.095 0.129 1.642 -0.02 0.00 -0.01
C -1.704 6.147 0.518 0.08 -0.01 -0.01
C -3.059 6.237 0.800 -0.03 -0.03 -0.01
H 1.670 3.205 2.466 -0.03 -0.01 -0.01
C -1.512 2.883 -3.019 0.11 0.13 0.09
C 4.367 -3.853 0.099 -0.03 -0.10 0.03
H -2.298 2.614 2.555 0.00 0.02 -0.03
C 3.525 -2.062 -1.852 0.11 0.21 0.04
```
Forces are in eV/Å.

- Energy relative to the best compared isomer or geometry (same formula, charge and spin): 36.55 kcal per mole
- E_tot: -222909.077 eV
- 2S+1: 2
- HOMO level (spin up / spin down): -0.2824 / -0.2822 Eh

---

Here is a single C3H9O3P molecule from the Open Molecules 2025 dataset. Energies are from wB97M-V/def2-TZVPD.

Structure (XYZ):
```
16
Properties=species:S:1:pos:R:3:forces:R:3
H -0.729 -0.874 -1.413 -0.05 0.39 0.04
H 1.919 -1.062 -1.472 0.28 0.55 0.66
H 0.027 1.016 1.442 -1.05 -1.20 3.35
C -0.750 -0.413 -0.420 1.04 -1.13 1.57
O -0.396 -1.545 0.433 0.33 -0.49 0.41
O 3.189 0.651 -0.270 -0.96 -0.15 -1.97
C -2.142 -0.092 0.027 -2.70 1.24 0.23
H -2.710 0.497 -0.735 0.28 -0.73 0.27
C 0.452 0.586 -0.254 0.41 -1.09 -2.06
O 0.320 1.517 0.743 0.69 1.48 -0.80
H -2.759 -1.005 0.365 1.18 1.15 -1.12
H 0.618 1.244 -1.094 -0.04 -0.38 -0.96
P 2.068 -0.564 -0.104 -1.00 0.81 0.32
H 3.735 0.810 0.473 0.63 -0.14 1.20
H -0.572 -1.354 1.378 0.09 0.01 -0.88
H -2.271 0.588 0.900 0.88 -0.31 -0.24
```
Forces are in eV/Å.

- Energy relative to the best compared isomer or geometry (same formula, charge and spin): 44.25 kcal per mole
- E_tot: -18686.797 eV
- SMILES: C[C@H](O)[C@@H](O)PO
- 2S+1: 1
- HOMO level: -0.3170 Eh

---

Here is a single C2H8N2 molecule from the Open Molecules 2025 dataset. Energies are from wB97M-V/def2-TZVPD.

Structure (XYZ):
```
12
Properties=species:S:1:pos:R:3:forces:R:3
H -1.631 -1.893 -0.056 0.09 0.06 -0.02
C 0.868 0.297 0.009 -0.53 -0.04 0.59
H 1.508 0.734 -0.764 0.20 -0.10 0.10
H -0.604 -0.197 -1.480 0.50 -0.12 -0.02
H 1.466 -0.225 0.782 -0.12 0.17 -0.59
H 0.527 -1.521 -1.069 -0.40 0.13 0.26
N -1.044 -1.158 0.318 -0.24 -1.11 0.46
C -0.077 -0.703 -0.640 -0.05 0.75 -0.77
H 0.815 1.718 1.375 -0.49 0.68 0.08
H -0.286 2.027 0.145 0.29 0.15 0.14
N 0.106 1.329 0.767 0.66 -0.78 -0.37
H -1.647 -0.408 0.614 0.09 0.22 0.14
```
Forces are in eV/Å.

- Energy relative to the best compared isomer or geometry (same formula, charge and spin): 2.72 kcal per mole
- E_tot: -5183.620 eV
- SMILES: NCCN
- 2S+1: 1
- HOMO level: -0.3279 Eh